# 1
71
Properties=species:S:1:pos:R:3:forces:R:3 method="wB97M-V/def2-TZVPD" charge=+1 homo_ev="-10.587 / -10.604" spin_multiplicity=3 homo_lumo_gap_ev="6.29 / 6.73" relative_energy_kcal_mol=20.7 lumo_energy_ha="-0.158 / -0.142" energy_ha=-3416.78497 s_squared=2.023
Mo -0.308537 1.092344 0.193930 0.11 0.15 -0.71
N -2.086911 4.265627 2.510923 0.01 0.03 0.00
C -1.754666 3.026251 2.079202 -0.07 -0.08 0.02
S -2.180764 2.601369 0.413016 -0.01 0.02 0.44
N -1.114254 2.221518 2.865358 0.00 -0.02 0.00
N -0.948910 0.989677 2.200625 -0.02 -0.08 0.06
C -1.473196 -0.016923 2.805020 0.01 0.00 0.00
C -1.900456 -1.227015 2.154530 0.02 0.00 0.02
C -2.407916 -2.276091 2.934226 -0.02 0.00 0.01
C -3.071723 -3.333347 2.353562 -0.01 0.00 0.00
C -3.272389 -3.337727 0.970687 0.00 0.02 -0.01
C -2.772747 -2.325275 0.179481 -0.01 -0.02 0.01
C -2.061422 -1.270314 0.757806 0.00 0.02 -0.07
O -1.585856 -0.328536 -0.052175 -0.13 -0.10 0.04
H -2.726808 4.812999 1.963497 -0.01 -0.01 0.01
H -2.052384 4.439583 3.502905 0.00 0.00 0.00
H -1.759502 0.138871 3.842896 0.01 0.00 0.00
H -2.283930 -2.232660 4.009333 0.00 0.00 0.00
H -3.458837 -4.135967 2.965251 0.00 0.00 0.00
H -3.824083 -4.147301 0.510136 0.00 0.00 0.00
H -2.907160 -2.323442 -0.894010 0.00 0.00 0.00
C 1.925794 1.990305 2.135857 0.08 0.00 0.01
N 1.834893 2.057974 0.650738 -0.07 0.02 0.12
C 3.037873 1.351266 0.124807 -0.05 0.02 -0.04
C 2.034765 3.481590 0.222882 -0.06 0.01 0.03
C 0.783917 4.236561 -0.123646 0.05 0.05 -0.02
N 0.108714 3.641159 -1.278592 0.05 -0.08 0.07
C 0.981651 3.497778 -2.445407 0.07 0.03 -0.02
C -1.001765 4.515713 -1.658362 0.00 0.14 -0.05
H 2.913706 2.333691 2.454298 0.00 0.00 0.00
H 1.790483 0.959245 2.461720 -0.01 0.00 0.00
H 1.162297 2.616395 2.590585 0.01 0.01 0.00
H 3.915596 1.966092 0.339605 0.00 0.00 0.00
H 2.948881 1.224484 -0.953068 0.00 -0.02 0.00
H 3.173129 0.390913 0.597525 -0.01 -0.04 0.01
H 2.669423 3.466221 -0.657528 0.07 0.03 0.00
H 2.600338 4.000914 1.000193 -0.07 0.00 0.03
H 1.072019 5.280627 -0.326216 -0.02 -0.03 -0.05
H 0.076338 4.261796 0.709151 0.03 0.03 -0.01
H 1.522750 4.428968 -2.665230 -0.02 -0.01 0.03
H 0.364808 3.260618 -3.310393 0.02 0.05 0.01
H 1.697312 2.688754 -2.320294 -0.01 0.01 0.01
H -0.621923 5.478344 -2.026769 0.03 -0.03 -0.01
H -1.642663 4.706100 -0.801259 0.06 0.06 -0.10
H -1.598937 4.049854 -2.439975 0.01 0.01 0.01
I -3.665243 1.903188 -2.956244 -0.01 -0.11 0.03
I -2.833375 1.977491 -5.471945 0.01 0.02 0.01
N 0.239904 -7.104900 -1.166615 -0.01 0.00 -0.02
C 0.602566 -5.889777 -0.656395 0.00 0.01 0.02
C 1.837467 -5.315277 -0.993543 0.00 0.00 0.00
C 2.186931 -4.074757 -0.508553 -0.01 0.00 -0.01
C 1.302701 -3.378594 0.312705 -0.06 -0.01 0.02
C 0.088537 -3.949032 0.681843 0.02 -0.01 0.00
C -0.263107 -5.187936 0.197627 0.03 -0.02 -0.01
S 1.750126 -1.818799 0.937575 0.08 0.00 -0.04
O 3.174704 -1.701433 0.787787 0.00 0.01 -0.06
O 1.160711 -1.597493 2.228100 -0.02 0.02 0.00
N 1.028113 -0.673367 -0.011680 -0.15 0.12 0.15
C 0.923918 -0.641499 -1.353882 0.09 0.01 0.03
S 1.205709 -1.797854 -2.596981 0.01 0.01 0.02
C 0.521779 -0.691721 -3.748438 0.00 -0.01 0.00
C 0.120099 0.442947 -3.149996 0.00 -0.04 0.01
N 0.379068 0.492173 -1.798310 -0.02 -0.15 0.03
H 0.945519 -7.682938 -1.587573 0.00 0.00 0.01
H -0.530493 -7.595460 -0.748612 0.00 0.00 0.01
H 2.523912 -5.860127 -1.629493 0.00 0.00 0.00
H 3.147722 -3.640204 -0.750047 0.00 -0.01 0.00
H -0.557261 -3.430982 1.376137 0.01 -0.01 0.00
H -1.204669 -5.636295 0.490902 0.00 0.00 0.00
H 0.468771 -0.946596 -4.793135 0.00 0.00 0.00
H -0.351079 1.280266 -3.638053 -0.02 -0.05 -0.01

# 2
17
Properties=species:S:1:pos:R:3:forces:R:3 method="wB97M-V/def2-TZVPD" homo_ev="-7.824 / -7.754" homo_lumo_gap_ev="8.48 / 8.09" relative_energy_kcal_mol=130.0 lumo_energy_ha="0.024 / 0.012" energy_ha=-346.81822
O -1.172485 1.140061 2.447826 -0.06 0.10 0.16
C -0.185367 0.672587 1.535832 0.64 0.09 -0.39
C -0.716200 -0.325257 0.587263 -0.97 -0.75 0.81
C -0.939142 -0.256221 -0.857698 0.45 -0.01 -0.81
C 0.110515 -1.106265 -1.687740 -0.78 0.15 0.00
O 1.401661 -0.923490 -1.167462 0.24 -0.34 0.18
C 1.528870 0.242654 -0.516779 1.22 0.64 -0.49
H -0.713979 1.342877 3.273145 -0.24 0.02 -0.15
H 0.294516 1.471154 0.946318 -0.26 0.24 0.39
H 0.617334 0.187888 2.113156 -0.06 0.15 -0.05
H -1.294352 -1.112011 1.098033 0.55 0.00 -0.15
H -1.928857 -0.611715 -1.178377 0.12 0.12 0.20
H -0.798938 0.779673 -1.178181 -0.23 -0.04 -0.15
H 0.061983 -0.764391 -2.727300 0.02 -0.09 0.00
H -0.071844 -2.185026 -1.647335 -0.17 0.19 -0.03
H 1.387869 1.138062 -1.150940 -0.28 -0.20 0.44
H 2.418414 0.309420 0.110240 -0.20 -0.29 0.03

# 3
65
Properties=species:S:1:pos:R:3:forces:R:3 method="wB97M-V/def2-TZVPD" charge=+2 homo_ev="-12.015 / -11.996" homo_lumo_gap_ev="6.39 / 6.38" relative_energy_kcal_mol=10.9 lumo_energy_ha="-0.207 / -0.206" energy_ha=-1522.15463
Mo -0.097016 -0.546599 -1.157586 0.03 -0.13 3.40
O 1.004764 -1.095994 0.185051 1.50 -0.47 0.59
C 1.565866 -2.181731 0.662693 0.16 -1.59 -0.12
C 2.195599 -2.233751 1.906002 0.18 0.07 0.15
C 2.775654 -3.411978 2.352305 -0.21 0.66 -0.17
C 2.755096 -4.552325 1.564812 -0.18 -0.34 -0.56
C 2.121568 -4.528997 0.339230 0.20 0.00 0.29
C 1.503037 -3.364223 -0.134974 0.02 0.63 0.40
C 0.798615 -3.386693 -1.370399 -0.38 0.59 -0.08
N 0.079133 -2.388859 -1.859109 0.88 -2.82 -0.36
C -0.701374 -2.734032 -3.039208 -0.64 0.02 -0.66
C -0.983769 -1.448714 -3.804921 0.34 -0.60 -0.54
N -1.139634 -0.366605 -2.841719 -1.79 1.00 -2.30
C -1.865391 0.658620 -3.253931 0.49 -0.51 0.42
C -1.944303 1.916286 -2.584482 0.53 0.31 0.59
C -2.839060 2.922290 -2.986793 0.03 0.15 0.10
C -2.800202 4.180242 -2.417817 -0.22 -0.33 -0.36
C -1.841831 4.480909 -1.459262 0.44 -0.48 0.19
C -0.950782 3.507880 -1.029581 0.11 0.13 0.09
C -1.007186 2.219947 -1.553861 -1.20 0.45 -1.09
O -0.205812 1.243882 -1.161101 -0.25 2.55 -0.05
H 2.217546 -1.349822 2.527419 -0.08 0.07 0.05
H 3.246984 -3.439088 3.320580 0.06 0.03 0.15
H 3.224418 -5.459002 1.907098 0.03 -0.13 0.07
H 2.083663 -5.417528 -0.269559 0.02 -0.18 -0.08
H 0.824260 -4.324282 -1.922644 -0.07 0.09 -0.04
H -1.649422 -3.182107 -2.707463 0.24 0.11 -0.04
H -0.183851 -3.461775 -3.677423 -0.09 0.17 0.19
H -1.858799 -1.559992 -4.459151 0.19 0.09 0.21
H -0.111965 -1.199811 -4.431783 -0.28 -0.10 0.10
H -2.378371 0.575079 -4.209401 -0.08 -0.13 0.08
H -3.576015 2.694953 -3.741244 -0.06 -0.01 -0.16
H -3.504019 4.935767 -2.730711 -0.05 0.03 -0.05
H -1.784842 5.476424 -1.046523 -0.01 0.05 0.08
H -0.209334 3.736706 -0.278163 0.03 0.00 0.08
N 5.841680 2.536950 1.584781 0.36 0.07 -0.06
C 4.409779 2.299979 1.938530 -1.05 -0.30 -0.09
C 3.636528 1.610973 0.784078 0.30 0.13 0.12
N 2.220395 1.498697 1.003380 -0.02 0.23 0.35
H 6.335586 3.028259 2.343340 -0.05 -0.16 -0.27
H 5.907688 3.112459 0.733177 0.10 -0.18 0.25
H 6.325522 1.645194 1.408798 -0.04 0.31 0.02
H 3.947500 3.261173 2.170034 0.20 -0.01 -0.01
H 4.371802 1.670894 2.829393 0.17 0.13 -0.01
H 4.031052 0.602036 0.642203 0.12 0.01 -0.09
H 3.785468 2.169976 -0.144133 0.13 -0.02 -0.02
H 1.767070 2.402253 1.085493 0.01 -0.08 0.02
H 1.999113 0.945819 1.825048 -0.09 0.04 -0.13
C -3.263703 1.820991 2.829878 -0.28 -0.15 0.03
C -1.987970 1.993073 2.276935 0.24 -0.10 -0.17
C -1.449481 1.040666 1.455188 0.12 0.28 0.15
C -2.170862 -0.126156 1.117721 -0.12 0.04 0.30
C -1.695888 -1.083281 0.180048 0.07 0.01 -1.12
C -2.364558 -2.280794 0.073666 0.16 -0.02 -0.15
C -3.528413 -2.551058 0.811318 -0.13 0.03 0.26
C -4.069603 -1.589551 1.617284 0.09 -0.14 -0.20
C -3.409563 -0.354302 1.786014 0.28 0.01 -0.15
C -3.940078 0.652681 2.620082 0.03 0.22 0.07
H -3.694198 2.607278 3.428338 -0.06 0.03 0.16
H -1.435053 2.889274 2.513203 0.13 0.11 0.02
H -0.441186 1.158643 1.071427 -0.23 0.09 0.09
H -2.005415 -3.071112 -0.575698 -0.02 0.11 -0.05
H -3.993990 -3.520557 0.721539 -0.11 -0.06 -0.03
H -4.997306 -1.766456 2.140042 -0.09 -0.02 0.08
H -4.895143 0.480922 3.092511 -0.13 -0.01 0.04

# 4
104
Properties=species:S:1:pos:R:3:forces:R:3 method="wB97M-V/def2-TZVPD" homo_ev=-8.393 smiles=COCCNCCOC.COCCNCCOC.COCCNCCOC.COCCNCCOC.ClCCCl homo_lumo_gap_ev=9.04 lumo_energy_ha=0.024 energy_ha=-2770.08668
C 18.052945 39.642316 -18.623381 -0.52 0.56 -0.30
O 17.083688 38.722893 -19.077308 0.21 -1.08 0.29
C 16.091468 39.213784 -19.986781 1.81 -0.02 0.60
C 16.719072 39.670870 -21.311414 0.21 1.26 -1.33
N 17.334453 41.031602 -21.397479 -0.24 -0.21 1.10
C 18.387302 41.234925 -22.393344 -1.07 0.06 -0.25
C 18.510633 42.740314 -22.708245 -0.40 -0.17 0.29
O 17.327105 43.221315 -23.369920 -0.06 0.72 0.63
C 17.161578 44.659514 -23.294507 0.36 -0.50 -1.05
H 17.588407 40.448749 -18.055952 -0.31 0.41 -0.09
H 18.548882 40.076475 -19.491516 0.43 0.09 0.30
H 18.735376 39.201443 -17.896741 0.01 -0.58 -0.45
H 15.569704 39.956889 -19.383736 -0.48 0.55 -0.73
H 15.451024 38.348922 -20.159792 -0.08 0.16 -0.11
H 15.998128 39.618535 -22.127255 -0.67 -0.17 0.06
H 17.484888 38.999457 -21.699793 0.15 -0.49 0.73
H 16.613285 41.730519 -21.504893 -0.02 -0.01 -0.18
H 18.158780 40.691207 -23.309987 -0.16 0.03 -0.52
H 19.302383 40.760314 -22.039119 0.37 0.47 0.19
H 19.381835 42.970475 -23.321546 0.18 -0.12 -0.06
H 18.595977 43.268854 -21.758785 0.21 0.10 0.19
H 17.148061 45.124480 -22.308744 -0.11 -0.57 0.37
H 16.262298 44.932678 -23.846566 -0.25 -0.39 0.30
H 17.939859 45.175319 -23.856949 0.49 -0.13 -0.01
C 20.904623 34.308843 -26.596802 0.10 0.98 -0.90
O 21.227403 33.547386 -27.785255 0.20 -0.18 2.01
C 21.195810 32.150199 -27.503426 0.25 -0.73 -1.80
C 21.980692 31.435674 -28.671559 0.12 0.50 1.13
N 22.094637 29.981919 -28.598294 -1.12 0.07 -0.23
C 20.781341 29.329302 -28.620883 1.29 -0.83 1.26
C 20.933768 27.792316 -28.729623 -0.58 1.44 -0.65
O 19.590032 27.409472 -28.654562 -0.68 -1.35 -0.01
C 19.341530 26.019692 -28.802512 0.12 0.12 -0.31
H 21.736030 34.550692 -25.934714 0.63 -0.48 -0.22
H 20.133146 33.917722 -25.933509 -0.32 -0.48 -0.47
H 20.590480 35.281600 -26.975159 -0.25 -0.05 0.09
H 20.144331 31.865608 -27.541921 -0.17 -0.33 0.07
H 21.575048 31.836260 -26.530941 0.37 0.36 0.13
H 23.034074 31.715074 -28.650833 -0.15 0.84 -0.01
H 21.529777 31.750643 -29.612601 -0.12 0.26 -0.15
H 22.574403 29.771087 -29.461703 0.22 -0.49 -0.08
H 20.062655 29.661439 -29.370069 0.16 0.11 -0.44
H 20.326992 29.550566 -27.655111 -0.16 -0.14 0.04
H 21.582558 27.285642 -28.015158 -0.12 0.29 0.57
H 21.376507 27.578499 -29.702439 -0.05 -0.24 -0.47
H 19.450933 25.660557 -29.825813 0.28 0.28 -0.40
H 18.298921 25.806131 -28.567030 0.15 0.18 0.46
H 20.041284 25.431498 -28.208806 -0.15 -0.09 0.37
C 22.675011 44.846678 -27.568720 1.08 0.53 1.80
O 23.538365 44.501857 -26.442272 -0.92 -0.99 -0.59
C 24.897204 44.791109 -26.602179 1.02 1.57 1.14
C 25.672678 44.625311 -25.240386 -1.43 0.31 -1.67
N 26.081936 43.264938 -25.065065 0.00 -0.04 1.87
C 26.124284 43.029394 -23.587202 1.05 -1.68 -1.33
C 26.718562 41.604053 -23.311494 -0.12 0.06 1.39
O 25.774743 40.546171 -23.529960 0.64 -0.70 -0.48
C 26.316269 39.208074 -23.655039 0.18 0.53 -0.11
H 22.696490 45.936427 -27.559284 -0.21 0.18 -0.69
H 21.669411 44.531770 -27.289995 0.15 -0.20 -0.17
H 23.008441 44.430934 -28.519552 0.01 -0.07 0.04
H 25.003927 45.862967 -26.769008 -0.10 0.38 -0.58
H 25.386680 44.281915 -27.432383 -0.06 -0.40 -0.03
H 24.936853 44.918552 -24.491596 -0.29 0.23 0.30
H 26.478905 45.354506 -25.160540 0.29 -0.14 -0.24
H 25.281299 42.746782 -25.397638 0.11 -0.66 -0.26
H 25.149572 43.138046 -23.111577 -0.34 -0.16 0.02
H 26.733246 43.833024 -23.173142 0.40 -0.35 0.27
H 26.967665 41.457879 -22.260454 0.15 0.68 0.48
H 27.674901 41.416679 -23.799769 -0.20 0.18 -0.76
H 27.123100 39.159144 -24.386288 -0.53 0.19 -0.92
H 25.470967 38.544174 -23.836146 0.14 0.20 -0.49
H 26.871259 38.747174 -22.837940 -0.34 0.73 1.24
C 24.388234 41.416021 -27.631302 0.94 0.74 0.40
O 24.181609 41.611686 -26.224572 -0.81 -0.74 -1.01
C 22.799522 41.518153 -25.885793 -0.21 0.08 -1.12
C 22.523095 41.937446 -24.472211 1.38 -0.75 -1.06
N 22.951192 40.864727 -23.592215 -1.16 0.27 1.57
C 22.742617 41.334864 -22.224948 0.44 -1.83 0.75
C 23.328435 40.320586 -21.171003 -1.67 1.03 -0.96
O 22.433603 39.205189 -21.049367 0.92 -0.47 0.17
C 22.949123 38.213075 -20.149412 0.45 0.45 -0.15
H 23.913326 42.173153 -28.255263 -0.60 0.19 0.24
H 24.130917 40.440464 -28.043824 -0.15 -0.24 0.49
H 25.449162 41.610328 -27.788685 0.14 -0.36 0.07
H 22.446783 40.503399 -26.070048 0.07 -0.32 0.24
H 22.223885 42.129229 -26.581015 0.01 0.42 -0.10
H 21.457470 42.165291 -24.446914 -0.08 -0.18 0.61
H 23.106170 42.838466 -24.281733 -0.21 0.56 0.06
H 23.951556 40.725782 -23.584166 0.31 0.02 -1.12
H 21.670073 41.450862 -22.069118 0.00 0.26 0.34
H 23.286381 42.265493 -22.062668 -0.16 0.50 0.20
H 23.370785 40.878160 -20.235355 0.18 -0.18 0.36
H 24.331840 40.040188 -21.491396 0.08 -0.30 0.07
H 22.750432 38.488839 -19.113764 -0.33 -0.12 0.09
H 24.033474 38.123777 -20.215038 0.29 0.26 -0.23
H 22.607038 37.204643 -20.382118 -0.64 0.27 -0.07
Cl 19.460498 37.293376 -24.741422 0.06 -0.24 -0.54
C 20.817529 38.159278 -23.953464 -1.46 0.13 1.07
C 22.096343 37.405574 -23.864138 0.83 0.88 0.27
Cl 23.097868 37.711986 -25.311796 0.06 -0.62 -0.32
H 20.415480 38.259442 -22.945283 0.32 0.15 0.18
H 20.842747 39.168640 -24.364139 0.55 -0.32 -0.15
H 22.006511 36.352869 -23.596156 -0.17 0.00 -0.59
H 22.674361 37.873424 -23.067191 -0.14 0.08 0.07